Record 1
{
  "formula": "C6H12O",
  "method": "ωB97M-V with the def2-TZVPD basis set",
  "elements": ["C", "C", "C", "C", "C", "C", "O", "H", "H", "H", "H", "H", "H", "H", "H", "H", "H", "H", "H"],
  "coordinates": [[2.459, 0.369, 0.063], [1.262, 0.075, -0.751], [0.012, -0.127, 0.028], [-1.207, 0.451, -0.557], [-2.419, 0.426, 0.303], [-0.159, -1.493, 0.474], [-0.686, -1.935, 1.462], [3.354, 0.548, -0.529], [2.243, 1.261, 0.648], [2.575, -0.445, 0.774], [1.222, 0.881, -1.483], [1.511, -0.812, -1.338], [-0.062, 0.548, 1.383], [-1.457, -0.146, -1.440], [-0.970, 1.452, -0.923], [-3.263, 0.983, -0.125], [-1.863, 0.907, 1.477], [-2.721, -0.542, 0.700], [0.211, -2.353, -0.092]],
  "forces_ev_per_a": [[0.4, 0.3, 1.4], [0.7, 0.2, -1.5], [0.0, 2.7, 4.4], [-0.9, -0.3, -1.7], [1.5, 1.6, 4.3], [0.0, -3.0, 0.6], [-0.8, 1.0, 1.2], [0.0, -0.2, 0.0], [0.2, 0.2, 0.2], [0.6, -0.1, 0.2], [-0.7, 0.1, -0.1], [-0.4, -0.2, -0.1], [0.8, -1.7, -3.7], [0.1, 0.0, -0.5], [-0.2, 0.0, 0.1], [0.3, 0.0, 0.5], [-2.3, -0.8, -3.3], [0.0, -0.1, -0.5], [0.7, 0.4, -1.4]],
  "nbo_charge": [-0.583, -0.427, -0.229, -0.436, -0.566, 0.395, -0.519, 0.214, 0.205, 0.202, 0.209, 0.209, 0.162, 0.211, 0.219, 0.221, 0.166, 0.227, 0.120],
  "charge": 0,
  "de_lowest_kcal_mol": 78.3,
  "homo_lumo_gap_ev": 10.422
}

=====

Record 2
{
  "formula": "C4H10O2",
  "method": "ωB97M-V with the def2-TZVPD basis set",
  "elements": ["C", "O", "C", "C", "C", "O", "H", "H", "H", "H", "H", "H", "H", "H", "H", "H"],
  "coordinates": [[-2.160, -1.400, -0.101], [-1.509, -0.162, 0.014], [-0.121, -0.326, -0.081], [0.607, 1.003, 0.080], [2.010, 0.736, 0.608], [0.719, 1.691, -1.158], [-1.948, -1.825, -1.092], [-1.789, -2.094, 0.671], [-3.241, -1.263, 0.019], [0.154, -0.714, -1.076], [0.244, -1.036, 0.681], [0.050, 1.618, 0.801], [2.574, 1.652, 0.781], [2.583, 0.171, -0.131], [1.985, 0.176, 1.543], [-0.157, 1.773, -1.559]],
  "forces_ev_per_a": [[0.0, -0.3, -0.1], [-0.2, 0.3, 0.1], [0.6, 0.0, -0.1], [-0.1, -0.2, 0.4], [0.2, 0.2, -0.3], [0.0, 0.1, -0.1], [-0.2, -0.2, 0.1], [-0.2, 0.0, -0.2], [0.3, 0.1, 0.0], [0.0, -0.2, 0.1], [-0.2, 0.1, -0.1], [0.0, -0.1, -0.1], [-0.2, 0.1, 0.0], [-0.1, -0.1, 0.0], [-0.1, 0.0, 0.0], [0.1, 0.0, 0.2]],
  "nbo_charge": [-0.246, -0.539, -0.087, 0.074, -0.622, -0.722, 0.165, 0.165, 0.195, 0.170, 0.163, 0.169, 0.222, 0.212, 0.210, 0.473],
  "charge": 0,
  "de_lowest_kcal_mol": 25.5,
  "homo_lumo_gap_ev": 11.019,
  "smiles": "COC[C@@H](C)O"
}